i | ORCA calculation (ωB97M-V with the def2-TZVPD basis set) on C6H24KN12O6 as an isolated structure.

Each line ends with the Löwdin charge.
CARTESIAN COORDINATES (ANGSTROEM)
K -26.42933 18.83843 28.52080  0.839
C -28.19942 16.88261 31.24676  -0.651
O -27.31739 17.60806 30.80479  -0.032
N -28.06091 15.91448 32.16941  0.171
N -29.53394 17.12918 30.93106  0.151
H -28.77753 15.23271 32.32259  0.104
H -27.10467 15.67495 32.38402  0.120
H -30.24663 16.43496 31.07037  0.093
H -29.70237 17.73371 30.14676  0.066
C -24.34480 23.10965 27.91359  -0.657
O -25.05208 23.90012 28.54562  -0.007
N -23.65890 23.48683 26.78660  0.169
N -24.24182 21.80059 28.22527  0.178
H -23.66993 24.43731 26.47214  0.108
H -23.20964 22.74279 26.29311  0.092
H -25.09158 21.46187 28.65474  0.069
H -23.66765 21.21282 27.65416  0.101
C -27.07240 21.27527 25.66535  -0.654
O -26.33516 20.45341 26.21115  -0.049
N -27.40146 22.45578 26.25311  0.184
N -27.74961 21.04440 24.50654  0.156
H -27.18827 22.67205 27.21509  0.065
H -27.98977 23.13743 25.80976  0.104
H -28.69046 21.39492 24.46713  0.098
H -27.64797 20.11745 24.12557  0.106
C -30.05412 18.30746 27.07660  -0.666
O -28.86843 18.60788 27.28747  -0.063
N -30.37195 17.42918 26.09723  0.171
N -31.06002 18.70452 27.87910  0.173
H -31.29586 17.07079 25.95649  0.106
H -29.57570 17.18618 25.53378  0.114
H -32.03317 18.53742 27.70966  0.110
H -30.77722 19.23770 28.68149  0.091
C -23.53001 16.58258 27.80034  -0.652
O -24.06503 17.42269 28.51893  -0.047
N -22.18548 16.50006 27.62400  0.161
N -24.19139 15.50876 27.25014  0.156
H -21.68875 17.27647 28.03486  0.114
H -21.67141 15.90386 27.00838  0.103
H -25.12282 15.24450 27.50846  0.104
H -23.61827 14.81238 26.81690  0.093
C -28.08593 22.03234 29.67382  -0.653
O -27.30270 21.08280 29.79503  -0.053
N -27.71306 23.28846 29.35578  0.166
N -29.43290 21.86154 29.87822  0.163
H -28.37781 23.99653 29.11802  0.113
H -26.71312 23.43577 29.47562  0.082
H -29.65157 20.92748 30.17627  0.093
H -30.03102 22.63982 30.07494  0.099

Calculated values
* orbital gap: 9.8 eV
* total charge: +1
* spin multiplicity: 1
* M: 399.43 g/mol

=====

ii | ORCA calculation (ωB97M-V with the def2-TZVPD basis set) on C6H24KN12O6 as an isolated structure.

Each line ends with the Löwdin charge.
CARTESIAN COORDINATES (ANGSTROEM)
K -0.03996 -0.59544 -0.04812  0.828
C -0.55037 3.06994 0.38302  -0.624
O 0.06389 2.05189 0.75087  -0.085
N -1.79300 3.33361 0.90760  0.179
N -0.13043 3.91629 -0.55553  0.191
H -2.12846 2.78215 1.67508  0.095
H -2.40215 4.06398 0.58965  0.103
H -0.67319 4.71015 -0.84232  0.111
H 0.81631 3.93143 -0.88945  0.122
C -0.90932 0.33508 -3.53804  -0.651
O -1.10811 0.65404 -2.35269  -0.053
N 0.27775 -0.20636 -3.90884  0.173
N -1.76250 0.68051 -4.54315  0.161
H 0.95013 -0.28190 -3.16331  0.068
H 0.35247 -0.78410 -4.72706  0.106
H -2.58315 1.24225 -4.45052  0.104
H -1.41212 0.53061 -5.47296  0.096
C -1.76286 -0.33188 2.97921  -0.648
O -1.95784 -0.42522 1.75621  -0.083
N -1.03036 0.74407 3.41862  0.176
N -2.14849 -1.23490 3.88884  0.182
H -0.83780 0.84264 4.39844  0.103
H -0.57163 1.28522 2.70181  0.058
H -2.93885 -1.80871 3.66839  0.115
H -1.62007 -1.24196 4.74188  0.110
C 2.75877 0.60370 2.47324  -0.663
O 2.03459 -0.22629 1.91209  -0.045
N 3.97741 0.25788 2.96404  0.160
N 2.48048 1.93012 2.47833  0.178
H 4.63105 0.82879 3.46630  0.103
H 4.14529 -0.73066 3.06058  0.109
H 1.53740 2.14539 2.18885  0.064
H 3.07425 2.65939 2.81901  0.105
C 3.21857 -1.83917 -1.30035  -0.642
O 2.14239 -1.36566 -1.66349  -0.039
N 3.88134 -2.73811 -2.08287  0.157
N 3.88129 -1.51581 -0.16339  0.178
H 4.56244 -3.35719 -1.67763  0.100
H 3.49321 -3.09562 -2.93627  0.108
H 4.81340 -1.80696 0.05903  0.105
H 3.56937 -0.70683 0.35058  0.074
C -2.98315 -2.36746 -1.14798  -0.659
O -1.79774 -2.71357 -1.17686  -0.023
N -3.70300 -2.14709 -0.01449  0.166
N -3.74913 -2.40501 -2.27621  0.155
H -4.56773 -1.66392 -0.16938  0.098
H -3.34197 -2.19832 0.91495  0.079
H -3.41212 -2.50378 -3.21383  0.103
H -4.74632 -2.30723 -2.23188  0.093

Calculated values
* orbital gap: 9.8 eV
* total charge: +1
* spin multiplicity: 1
* M: 399.43 g/mol

=====

Of them, the most stable is ii and the least stable is i.

=====

i | ORCA calculation (ωB97M-V with the def2-TZVPD basis set) on a 5-piece molecular cluster, CH10O3S2 overall.

Each line ends with the Löwdin charge.
CARTESIAN COORDINATES (ANGSTROEM)
C -0.49555 1.70031 0.17635  -0.499
S -0.44514 0.26648 1.28358  0.532
S -0.89632 -1.16621 -0.07660  0.358
H -0.12751 2.68439 0.69680  0.058
H -1.57922 1.87164 -0.24935  0.066
H 0.27355 1.52286 -0.61644  0.030
H 2.55252 2.61500 0.74992  0.096
H -3.94602 -0.07127 -1.12711  0.049
H -2.61766 -0.16986 -0.34581  -0.143
O -3.36358 0.45713 -0.55645  -0.137
H 2.63033 -0.66500 -1.01461  -0.042
H 1.29538 -1.29820 -1.41296  -0.041
O 2.22210 -1.15832 -1.75989  -0.128
H 2.91662 1.18470 0.44428  -0.001
H 4.25648 0.54419 -0.29091  0.021
O 3.48925 0.19812 0.16589  -0.219

Calculated values
* orbital gap: 3.4 eV
* spin multiplicity: 1
* M: 134.22 g/mol

=====

ii | ORCA calculation (ωB97M-V with the def2-TZVPD basis set) on a 4-piece molecular cluster, CH10O3S2 overall.

Each line ends with the Löwdin charge.
CARTESIAN COORDINATES (ANGSTROEM)
C 1.81565 1.37861 -0.29080  -0.501
S 1.74041 1.25034 -2.07445  0.380
S 3.67587 1.78569 -2.73459  0.279
H 2.75219 1.83625 0.17252  0.072
H 1.76521 0.49107 0.25649  0.002
H 0.99120 1.81123 0.06728  -0.028
H 3.92019 2.77876 -1.86367  -0.204
H -0.68584 -2.85425 0.23054  -0.023
H 0.09734 -2.74305 1.45556  0.076
O -0.28108 -3.42798 0.81646  -0.054
H -1.90548 1.61832 5.56791  0.019
H -0.82915 0.89091 6.36100  0.013
O -1.08573 1.15763 5.49989  -0.031
H -4.55712 -2.47790 -4.52231  0.040
H -3.53427 -1.55053 -4.85777  0.005
O -3.87938 -1.94509 -4.08407  -0.044

Calculated values
* orbital gap: 8.8 eV
* spin multiplicity: 1
* M: 134.22 g/mol

=====

Of them, the most stable is ii and the least stable is i.

=====

i | ORCA calculation (ωB97M-V with the def2-TZVPD basis set) on a 4-piece molecular cluster, C6H22N2O3 overall.

Each line ends with the Löwdin charge.
CARTESIAN COORDINATES (ANGSTROEM)
N 1.74660 0.38356 -0.60687  0.049
C 0.72919 0.67219 0.40710  -0.403
C 1.22947 0.16608 1.74155  -0.097
C -0.60495 -0.12741 0.17414  -0.174
N -1.48008 0.16479 -0.94208  -0.209
C -0.93544 0.42088 -2.24142  -0.275
C -1.16226 -0.80968 -3.17486  -0.084
C -2.68730 0.87689 -0.53073  -0.097
H 2.54399 0.98727 -0.57085  0.077
H 1.95016 -0.59139 -0.69353  0.045
H 0.34387 1.66532 0.35670  0.095
H 1.18768 -0.94549 1.93264  0.086
H 2.27183 0.40863 1.92988  0.075
H 0.63392 0.54799 2.56900  0.064
H -1.05240 -0.15625 1.20731  0.135
H -0.27261 -1.18219 0.06899  0.076
H 0.09976 0.69526 -2.45956  0.095
H -1.44025 1.23788 -2.77243  0.107
H -0.75380 -1.72129 -2.64830  0.060
H -0.65517 -0.83313 -4.11954  0.060
H -2.20737 -1.11828 -2.96975  0.076
H -3.16250 0.29913 0.29848  0.090
H -2.71326 1.94047 -0.23619  0.075
H -3.40473 0.71630 -1.34683  0.083
H -0.61818 2.92274 1.18436  0.021
H -0.75364 2.83827 2.72157  0.050
O -0.13328 3.01522 2.00811  -0.046
H 1.20314 -2.11042 -1.20689  0.002
H 0.16354 -2.70863 -0.22559  0.014
O 0.91743 -2.91818 -0.77905  -0.052
H 2.58629 -1.32668 4.25411  0.039
H 3.04533 -1.92688 2.94224  0.024
O 3.38499 -1.48297 3.72832  -0.065

Calculated values
* orbital gap: 8.7 eV
* spin multiplicity: 1
* M: 170.25 g/mol

=====

ii | ORCA calculation (ωB97M-V with the def2-TZVPD basis set) on a 4-piece molecular cluster, C6H22N2O3 overall.

Each line ends with the Löwdin charge.
CARTESIAN COORDINATES (ANGSTROEM)
N 0.36891 2.16638 -0.41850  0.053
C 0.66898 0.74564 -0.26282  -0.354
C 2.15581 0.57930 0.15955  -0.371
C 3.14480 1.55865 -0.42507  -0.095
C 2.48706 -0.86596 -0.28996  -0.062
C -0.25559 0.15544 0.81750  -0.161
N -0.91840 -1.12770 0.44743  -0.139
C -0.54004 -2.29580 1.29212  -0.102
H 1.04258 2.69659 -0.92080  0.042
H -0.54203 2.31194 -0.81357  0.065
H 0.37358 0.15814 -1.13959  0.121
H 2.19322 0.71842 1.21910  0.118
H 4.15198 1.56569 -0.00253  0.082
H 2.94521 2.53331 0.06339  0.079
H 3.06686 1.69505 -1.50008  0.086
H 1.73229 -1.61480 -0.52245  0.066
H 3.30900 -1.25739 0.31502  0.078
H 2.90293 -0.78395 -1.29973  0.076
H 0.28781 -0.05820 1.73675  0.099
H -1.09095 0.80193 1.08748  0.093
H -0.86219 -1.32594 -0.54821  0.039
H -1.48481 -2.64903 1.70439  0.062
H 0.15186 -2.00136 2.07352  0.071
H -0.12859 -3.12378 0.71158  0.074
H -3.75365 3.04162 1.11376  0.031
H -2.32720 2.85082 1.66627  0.029
O -2.82443 3.11811 0.88577  -0.064
H -2.92690 -1.69902 0.34693  -0.008
H -4.03721 -1.41370 -0.64616  0.025
O -3.72039 -2.10248 -0.05245  -0.076
H -2.21292 -0.76813 -2.29544  0.046
H -1.87844 -2.22645 -2.12272  0.051
O -1.47914 -1.38335 -2.38050  -0.054

Calculated values
* orbital gap: 9.1 eV
* spin multiplicity: 1
* M: 170.25 g/mol

=====

iii | ORCA calculation (ωB97M-V with the def2-TZVPD basis set) on a 4-piece molecular cluster, C6H22N2O3 overall.

Each line ends with the Löwdin charge.
CARTESIAN COORDINATES (ANGSTROEM)
C -1.42428 -0.88977 0.06127  -0.123
N -0.05857 -0.48193 0.37838  -0.059
C -1.04157 1.69322 2.16767  -0.112
C 0.20028 1.81162 1.34487  -0.230
C 0.14181 0.96849 0.04164  -0.347
C 1.37307 1.20855 -0.81046  -0.154
N 1.31181 0.43919 -2.09051  -0.135
C 1.99018 -0.84085 -2.11159  -0.130
H -1.66911 -1.19371 -0.96829  0.088
H -1.66581 -1.73492 0.70738  0.045
H -2.16245 -0.20366 0.44372  0.069
H 0.58636 -1.04144 -0.16165  0.046
H -1.03106 2.37242 3.04424  0.084
H -1.92411 1.89745 1.53957  0.079
H -1.20590 0.65312 2.47115  0.066
H 0.31670 2.81219 0.91740  0.105
H 1.11725 1.76530 1.94666  0.116
H -0.77399 1.25768 -0.47227  0.118
H 2.19671 1.03031 -0.14248  0.117
H 1.38562 2.27061 -1.11517  0.135
H 1.73762 0.99765 -2.81863  0.114
H 1.30422 -1.68056 -1.89599  0.086
H 2.96333 -0.83706 -1.60774  0.085
H 2.48949 -1.10521 -3.07348  0.088
H -3.72925 -1.89666 1.82724  0.050
H -2.32565 -2.38214 2.55253  0.014
O -3.16940 -1.95716 2.61987  -0.063
H 2.11972 -3.08286 1.70988  0.036
H 1.41145 -1.76522 1.27653  -0.011
O 2.27457 -2.16390 1.45254  -0.072
H -0.31135 0.64280 -2.61033  -0.012
H -1.18366 0.51301 -3.74961  0.027
O -1.24403 0.92345 -2.87428  -0.118

Calculated values
* orbital gap: 9.7 eV
* spin multiplicity: 1
* M: 170.25 g/mol

=====

Of them, the most stable is ii and the least stable is i.